A 3-piece molecular cluster, C45H82F5N5O4PSi overall, computed with ωB97M-V/def2-TZVPD.

Computed properties:
net charge = +1
frontier orbital gap (alpha / beta) = 7.7375 / 8.4368 eV
energy above the lowest of the compared OMol25 structures with the same formula, charge and spin = 0.0000 eV
multiplicity = 3
⟨S²⟩ = 2.008
strongest force on any atom = 3.68 eV Å⁻¹
highest occupied orbital energy (alpha / beta) = -10.3 / -11.0 eV

Geometry (Å):
C  -0.1374  -2.3296  0.8640
C  -0.4013  -0.9902  0.1070
N  -1.2841  -0.1979  0.5646
C  0.4132  -0.5433  -1.1649
N  0.3260  -1.5400  -2.2865
C  1.6234  -2.0573  -2.9129
P  3.1797  -1.0201  -2.9687
C  4.1745  -1.6207  -1.4691
O  2.9183  0.6132  -2.6509
C  1.0244  -2.7282  -4.2278
C  2.1839  -3.2527  -5.1312
C  1.9396  -4.7955  -5.4937
C  2.5210  -5.1757  -6.8964
C  2.7995  -5.6071  -4.4065
C  -0.0702  -1.6759  -4.7900
C  0.7485  -0.4212  -5.2757
C  0.0189  0.5854  -6.2535
O  0.1063  0.2099  -7.6255
C  -1.4235  1.0572  -5.8114
N  -2.3858  1.1538  -6.9355
C  -0.8095  -2.4464  -5.8934
F  -1.1717  -3.7332  -5.5581
F  -0.0075  -2.6076  -7.0088
F  -1.9372  -1.8655  -6.4044
C  -0.6975  -1.2965  -3.3707
C  -2.1797  -1.5528  -2.9563
F  -3.1101  -1.4738  -3.9617
F  -2.4993  -0.4535  -2.1182
C  -2.4949  -2.7979  -2.0922
C  -2.2574  -4.2016  -2.7471
Si  -2.9898  -5.6040  -1.6348
C  -4.8372  -5.7793  -2.1274
C  -2.0158  -7.1820  -2.1340
C  -2.8231  -5.2046  0.2218
C  -3.5144  -4.1210  0.9067
C  -3.3287  -3.9195  2.3347
C  -2.4518  -4.7572  3.1432
C  -1.7717  -5.8366  2.4461
C  -1.9595  -6.0529  1.0328
H  0.9198  -2.4633  1.2117
H  -0.7841  -2.4427  1.7693
H  -0.3614  -3.2374  0.2264
H  -1.7030  -0.6047  1.4103
H  1.4502  -0.3631  -0.7968
H  -0.0200  0.4542  -1.4397
H  0.0786  -2.3885  -1.7449
H  1.9269  -2.9553  -2.2996
H  4.6843  -0.7527  -0.9864
H  4.9389  -2.3132  -1.9133
H  3.5484  -2.2049  -0.7504
H  3.3138  1.1238  -3.3768
H  0.5709  -3.6630  -3.8054
H  3.2069  -3.2264  -4.6830
H  2.2763  -2.7326  -6.1232
H  0.8860  -5.1195  -5.3261
H  2.2969  -6.2677  -7.0509
H  3.6343  -5.0841  -6.8948
H  2.0370  -4.6411  -7.7496
H  2.4681  -6.6752  -4.3798
H  3.8667  -5.5042  -4.7105
H  2.6323  -5.0871  -3.4245
H  1.1293  0.2171  -4.4295
H  1.6803  -0.7302  -5.8233
H  0.6526  1.5170  -6.2125
H  -0.6380  -0.3686  -7.8625
H  -1.3489  2.0983  -5.3838
H  -1.9169  0.4385  -5.0274
H  -2.4283  2.0927  -7.3178
H  -3.2984  0.7901  -6.6825
H  -0.6831  -0.1702  -3.4121
H  -1.9842  -2.8046  -1.0918
H  -3.5917  -2.7404  -1.8452
H  -2.8497  -4.2416  -3.6972
H  -1.1832  -4.4761  -2.8982
H  -5.3090  -4.7710  -2.0602
H  -5.2804  -6.4998  -1.3900
H  -4.8320  -6.1922  -3.1679
H  -2.5118  -8.1110  -1.7674
H  -1.9795  -7.1583  -3.2551
H  -0.9466  -7.0967  -1.7984
H  -4.2118  -3.4527  0.3572
H  -3.8649  -3.1149  2.8916
H  -2.3370  -4.6002  4.2395
H  -1.1104  -6.5445  2.9887
H  -1.4434  -6.9086  0.5468
C  2.6157  3.0694  4.9898
C  2.7276  1.6831  4.3077
C  1.7096  1.5847  3.1591
C  0.2706  1.4079  3.6291
C  0.1551  0.2402  4.6045
C  1.1407  0.3385  5.7779
N  2.5381  0.6062  5.3275
O  3.0221  -0.5185  4.8244
C  0.6736  1.4409  6.7530
C  1.0403  -0.9498  6.6161
C  4.1417  1.6745  3.7021
H  2.9580  3.0315  6.0264
H  3.2380  3.8130  4.4889
H  1.6058  3.4781  4.9720
H  1.9658  0.7365  2.5106
H  1.7742  2.4772  2.5296
H  -0.0983  2.3266  4.0902
H  -0.3742  1.2247  2.7645
H  -0.8708  0.1858  4.9810
H  0.3248  -0.6927  4.0524
H  1.4068  1.5981  7.5471
H  -0.2674  1.1589  7.2310
H  0.4794  2.3984  6.2744
H  1.2359  -1.8487  6.0293
H  0.0352  -1.0601  7.0280
H  1.7409  -0.9278  7.4539
H  4.9031  1.7425  4.4824
H  4.2744  2.5259  3.0319
H  4.3386  0.7812  3.1062
C  0.4114  9.0308  3.4412
C  0.5107  7.6446  2.7563
C  -0.5109  7.5578  1.6084
C  -1.9522  7.3943  2.0816
C  -2.0758  6.2259  3.0546
C  -1.0860  6.3121  4.2266
N  0.3142  6.5675  3.7748
O  0.7899  5.4409  3.2672
C  -1.5400  7.4167  5.2053
C  -1.1977  5.0238  5.0617
C  1.9244  7.6240  2.1498
H  0.7536  8.9885  4.4773
H  1.0404  9.7689  2.9399
H  -0.5958  9.4467  3.4250
H  -0.2643  6.7103  0.9586
H  -0.4383  8.4511  0.9812
H  -2.3117  8.3167  2.5465
H  -2.6008  7.2193  1.2193
H  -3.1004  6.1808  3.4342
H  -1.9167  5.2937  2.5005
H  -0.8037  7.5648  5.9986
H  -2.4826  7.1430  5.6844
H  -1.7256  8.3767  4.7297
H  -1.0127  4.1253  4.4720
H  -2.2028  4.9222  5.4751
H  -0.4949  5.0369  5.8991
H  2.6871  7.6838  2.9299
H  2.0648  8.4749  1.4807
H  2.1124  6.7303  1.5524

Cartesian forces, eV/Å:
C 0.6 -0.7 -0.6
C -0.4 -0.6 0.9
N 0.5 -0.1 -0.6
C -0.8 1.5 1.9
N 0.0 -1.8 1.4
C -0.8 -0.7 -0.1
P 1.8 0.4 -0.7
C -0.6 -0.2 -0.3
O -0.5 -0.9 0.1
C 1.8 0.2 0.6
C -0.5 -1.2 -1.8
C 1.7 -0.2 0.9
C -0.9 -0.8 0.3
C -1.0 0.7 -0.7
C 2.6 -1.3 2.0
C 0.0 0.6 -1.2
C 0.4 0.9 -0.1
O -0.2 -0.3 0.9
C -0.9 1.0 0.0
N 0.6 -0.5 0.3
C -1.1 -0.9 -2.1
F 0.4 1.6 0.2
F -0.3 0.3 1.6
F 1.0 -0.2 1.0
C -1.1 3.0 -1.7
C -1.1 -0.3 2.3
F 1.5 -0.1 0.1
F 0.5 -0.8 -0.9
C -0.2 -1.0 0.1
C -0.5 0.3 0.3
Si -0.4 -0.3 -0.4
C 1.0 -0.1 0.5
C 0.1 0.7 -0.1
C 0.5 0.2 1.9
C 1.0 -1.0 1.2
C 0.7 -0.8 0.0
C -0.3 -0.6 -2.7
C -0.8 0.8 -0.4
C -0.7 1.2 0.6
H -0.7 0.3 -0.4
H 0.4 0.3 -0.9
H 0.2 0.8 0.5
H 0.1 0.3 -0.2
H -0.5 -0.5 -0.8
H 0.4 -1.0 -0.1
H -0.6 0.3 -0.6
H 0.0 1.0 -0.4
H -0.5 -0.7 -0.3
H -0.6 0.7 0.5
H 0.6 0.6 -0.3
H -0.2 -0.2 0.2
H -0.3 1.0 -0.6
H -1.0 0.4 0.0
H -0.2 -0.1 1.1
H 0.6 0.5 -0.6
H 0.3 0.9 0.0
H -0.9 0.2 -0.2
H 0.6 -0.2 0.7
H 0.5 0.9 0.2
H -0.7 -0.3 0.5
H 0.3 -0.8 -0.6
H -0.7 -0.9 -0.4
H -1.0 0.1 0.5
H -0.5 -0.9 0.0
H 0.1 0.4 0.1
H 0.3 -1.1 0.0
H 0.6 0.2 -0.6
H -0.2 -0.4 0.1
H 0.2 0.4 -0.1
H -0.3 -1.1 0.0
H -0.3 0.5 -0.9
H 1.0 0.3 -0.3
H 0.9 -0.1 0.5
H -0.7 0.5 -0.2
H 0.0 -0.9 -0.2
H 0.0 0.7 -0.9
H -0.4 0.4 0.9
H 0.6 0.6 -0.3
H -0.2 -0.3 0.9
H -1.0 -0.3 -0.1
H 0.6 -0.6 0.5
H 0.3 -0.7 -0.8
H -0.1 -0.1 -1.1
H -0.6 0.7 -0.3
H -0.4 0.7 0.5
C -0.2 0.2 0.2
C 0.5 2.1 0.0
C -0.3 -0.3 -0.1
C 0.0 0.0 0.1
C 0.2 0.1 -0.5
C -1.3 0.4 1.7
N -0.2 -2.4 -2.5
O 0.1 0.8 0.9
C -0.1 0.4 -0.1
C 0.5 -0.3 -0.3
C 0.1 -0.8 0.1
H 0.0 -0.1 -0.1
H 0.0 -0.2 -0.1
H 0.0 0.0 0.0
H 0.1 -0.1 0.1
H 0.2 0.1 0.2
H 0.1 0.0 0.0
H 0.0 0.1 0.0
H 0.1 0.0 0.2
H 0.2 0.0 0.1
H 0.0 0.0 -0.1
H 0.1 -0.2 -0.1
H 0.1 0.0 0.0
H 0.2 0.1 0.0
H 0.0 0.3 -0.1
H 0.0 0.0 -0.1
H -0.1 0.0 0.0
H -0.3 0.1 0.2
H -0.1 -0.1 0.2
C -0.2 0.2 0.2
C 0.5 2.1 -0.1
C -0.3 -0.4 0.0
C 0.0 0.0 0.1
C 0.2 0.1 -0.5
C -1.3 0.5 1.7
N -0.3 -2.4 -2.5
O 0.1 0.8 1.0
C 0.0 0.4 -0.1
C 0.6 -0.3 -0.3
C 0.1 -0.8 0.1
H -0.1 -0.1 -0.1
H 0.0 -0.2 -0.1
H 0.0 -0.1 0.1
H 0.1 0.0 0.1
H 0.2 0.0 0.2
H 0.0 0.0 0.0
H 0.0 0.0 0.0
H 0.1 0.0 0.2
H 0.2 0.0 0.1
H 0.0 0.0 -0.1
H 0.1 -0.2 -0.1
H 0.1 0.0 0.0
H 0.1 0.2 0.0
H 0.0 0.2 -0.1
H 0.0 0.0 -0.1
H -0.1 0.0 0.0
H -0.2 0.1 0.2
H -0.1 -0.1 0.2

These are the Mulliken partial charges, in e, on atoms 1 to 99: number 1, C, carries -0.8473; number 2, C, carries 0.9060; number 3, N, carries -0.6501; number 4, C, carries -1.0139; number 5, N, carries 1.3818; number 6, C, carries -1.1744; number 7, P, carries -0.0228; number 8, C, carries -1.0905; number 9, O, carries -0.5233; number 10, C, carries 0.7466; number 11, C, carries -1.4492; number 12, C, carries 0.3927; number 13, C, carries -1.4755; number 14, C, carries -1.2495; number 15, C, carries 3.1781; number 16, C, carries -1.0267; number 17, C, carries -0.2966; number 18, O, carries -0.6325; number 19, C, carries -0.1420; number 20, N, carries -0.5993; number 21, C, carries -0.3046; number 22, F, carries -0.1552; number 23, F, carries -0.2471; number 24, F, carries -0.2220; number 25, C, carries -1.9024; number 26, C, carries 0.1883; number 27, F, carries -0.3046; number 28, F, carries -0.3995; number 29, C, carries -0.6410; number 30, C, carries 0.6074; number 31, Si, carries 0.0760; number 32, C, carries -1.0276; number 33, C, carries -1.2282; number 34, C, carries 0.5953; number 35, C, carries -0.0457; number 36, C, carries -0.6027; number 37, C, carries -0.6133; number 38, C, carries -0.4849; number 39, C, carries -0.3245; number 40, H, carries 0.3287; number 41, H, carries 0.2417; number 42, H, carries -0.0179; number 43, H, carries 0.4051; number 44, H, carries 0.6412; number 45, H, carries 0.2077; number 46, H, carries 0.1897; number 47, H, carries 0.7446; number 48, H, carries 0.3548; number 49, H, carries 0.3695; number 50, H, carries 0.3262; number 51, H, carries 0.3773; number 52, H, carries -0.6625; number 53, H, carries 0.5328; number 54, H, carries 0.3738; number 55, H, carries 0.3658; number 56, H, carries 0.3906; number 57, H, carries 0.3398; number 58, H, carries 0.3305; number 59, H, carries 0.3786; number 60, H, carries 0.3670; number 61, H, carries 0.2274; number 62, H, carries 0.3294; number 63, H, carries 0.0709; number 64, H, carries 0.6530; number 65, H, carries 0.4318; number 66, H, carries 0.4537; number 67, H, carries -0.1976; number 68, H, carries 0.2273; number 69, H, carries 0.1998; number 70, H, carries 0.9607; number 71, H, carries -0.5114; number 72, H, carries 0.7718; number 73, H, carries 0.4477; number 74, H, carries -0.7266; number 75, H, carries 0.3279; number 76, H, carries 0.3494; number 77, H, carries 0.3083; number 78, H, carries 0.3533; number 79, H, carries 0.3463; number 80, H, carries 0.3112; number 81, H, carries 0.2489; number 82, H, carries 0.3892; number 83, H, carries 0.4198; number 84, H, carries 0.3640; number 85, H, carries 0.2626; number 86, C, carries -1.6049; number 87, C, carries 2.0859; number 88, C, carries -1.3366; number 89, C, carries 1.3847; number 90, C, carries -1.3888; number 91, C, carries 1.8042; number 92, N, carries 0.4838; number 93, O, carries -0.6012; number 94, C, carries -1.5381; number 95, C, carries -1.8541; number 96, C, carries -1.9338; number 97, H, carries 0.3079; number 98, H, carries 0.5558; number 99, H, carries -0.1029